No. 1
{
  "formula": "C58H58N4OP2Re",
  "method": "ωB97M-V/def2-TZVPD",
  "s_squared": 0.774,
  "orbital_gap_ha": [0.248, 0.188],
  "e_above_lowest_kcal_mol": 47.68,
  "homo_energy_ev": [-18.21, -18.21],
  "multiplicity": 2,
  "energy_ev": -89767.95502,
  "molar_mass_g_mol": 1075.3,
  "e_lumo_ev": [-11.5, -13.1],
  "total_charge": 4,
  "elements": ["Re", "C", "C", "C", "C", "C", "C", "C", "N", "C", "C", "C", "C", "C", "C", "C", "N", "C", "C", "C", "C", "H", "H", "H", "H", "H", "H", "H", "H", "H", "H", "H", "H", "H", "H", "H", "H", "H", "H", "H", "H", "H", "H", "H", "H", "O", "C", "C", "C", "C", "C", "C", "P", "C", "C", "C", "C", "C", "C", "C", "C", "C", "C", "C", "C", "C", "C", "C", "C", "C", "C", "P", "C", "C", "C", "C", "C", "C", "C", "C", "C", "C", "C", "C", "H", "H", "H", "H", "H", "H", "H", "H", "H", "H", "H", "H", "H", "H", "H", "H", "H", "H", "H", "H", "H", "H", "H", "H", "H", "H", "H", "H", "C", "N", "C", "C", "N", "C", "H", "H", "H", "H", "H", "H"],
  "xyz": [[-0.912910, -0.436321, -0.435300], [5.774254, 1.022321, -2.469793], [5.360621, 0.412954, -1.130910], [6.043471, -0.952802, -0.961853], [5.789974, 1.355920, 0.003888], [3.857821, 0.210315, -1.045468], [2.981698, 0.501448, -2.090629], [1.622469, 0.329942, -1.924141], [1.095087, -0.110411, -0.776327], [1.918168, -0.465265, 0.237967], [3.284442, -0.301659, 0.124334], [1.234241, -1.000527, 1.437672], [1.929187, -1.577231, 2.485150], [1.273442, -2.000425, 3.639590], [-0.111584, -1.809544, 3.658417], [-0.760625, -1.284867, 2.566903], [-0.116711, -0.885775, 1.459861], [1.986120, -2.642802, 4.815221], [3.494366, -2.722372, 4.593291], [1.707404, -1.814899, 6.077873], [1.421052, -4.061922, 4.988258], [6.853126, 1.169563, -2.475931], [5.315492, 1.999116, -2.634089], [5.535483, 0.370530, -3.311389], [7.123579, -0.824602, -1.024212], [5.746586, -1.648771, -1.747295], [5.827818, -1.406483, 0.006290], [6.865003, 1.521420, -0.054080], [5.581977, 0.942070, 0.991241], [5.299099, 2.326881, -0.079053], [3.342759, 0.878166, -3.036018], [0.923367, 0.547243, -2.721176], [3.922930, -0.564654, 0.954377], [2.997953, -1.693923, 2.404592], [-0.702116, -2.093322, 4.517915], [-1.837386, -1.187785, 2.548701], [3.944914, -1.735731, 4.464814], [3.753453, -3.347601, 3.736712], [3.961599, -3.172543, 5.467719], [2.130165, -0.812571, 5.997341], [2.171565, -2.301858, 6.934789], [0.642651, -1.727544, 6.294061], [1.573960, -4.665133, 4.092228], [0.356855, -4.053001, 5.225132], [1.933065, -4.555794, 5.813263], [-3.390295, 2.484553, -0.983840], [-3.173009, 3.492262, -0.178696], [-4.018643, 4.627828, -0.012898], [-3.629318, 5.630453, 0.824402], [-2.399458, 5.529187, 1.512555], [-1.588633, 4.395104, 1.372985], [-1.949952, 3.347124, 0.561008], [-0.710698, 1.932555, 0.379642], [0.390724, 2.940609, -0.670977], [-0.022619, 3.049307, -2.001555], [0.638736, 3.883852, -2.885856], [1.735333, 4.618463, -2.452581], [2.141614, 4.532015, -1.128783], [1.463771, 3.712400, -0.235048], [-0.190027, 1.982881, 2.129469], [1.136667, 1.958520, 2.553266], [1.441093, 2.008980, 3.908791], [0.428876, 2.071542, 4.853440], [-0.898075, 2.062956, 4.441771], [-1.202627, 2.010420, 3.093425], [-4.290364, 2.196910, -2.022534], [-5.285375, 3.005015, -2.528845], [-6.066401, 2.514726, -3.574581], [-5.848160, 1.250993, -4.099668], [-4.830359, 0.465584, -3.586036], [-4.033873, 0.937841, -2.539188], [-2.806376, -0.200570, -1.880027], [-3.601422, -1.348672, -0.759563], [-4.171082, -2.585640, -1.107124], [-4.725436, -3.385303, -0.131814], [-4.702795, -2.986315, 1.209275], [-4.159575, -1.768207, 1.561835], [-3.615715, -0.934703, 0.581728], [-1.990970, -0.927240, -3.307369], [-1.542122, -0.007281, -4.269351], [-0.914372, -0.452145, -5.418740], [-0.729427, -1.815068, -5.621948], [-1.149314, -2.731049, -4.661422], [-1.759407, -2.294667, -3.499273], [-4.962214, 4.696207, -0.519755], [-4.254017, 6.501637, 0.966885], [-2.086272, 6.330396, 2.169228], [-0.665427, 4.362908, 1.935197], [-0.878318, 2.477538, -2.353878], [0.299539, 3.969434, -3.909590], [2.258167, 5.270408, -3.139208], [2.977403, 5.123076, -0.779513], [1.774905, 3.711951, 0.797923], [1.949602, 1.912986, 1.842274], [2.477216, 2.018545, 4.221163], [0.669547, 2.134775, 5.905954], [-1.694395, 2.114502, 5.172093], [-2.247159, 2.032266, 2.799115], [-5.487540, 3.997145, -2.172082], [-6.850968, 3.140882, -3.977059], [-6.459600, 0.881747, -4.910962], [-4.651257, -0.515117, -4.011151], [-4.228744, -2.897306, -2.140919], [-5.200869, -4.317433, -0.405238], [-5.148632, -3.620869, 1.963403], [-4.200596, -1.434131, 2.590470], [-3.311858, 0.072431, 0.852563], [-1.729315, 1.054441, -4.147677], [-0.588683, 0.260024, -6.164452], [-0.264666, -2.165469, -6.533821], [-1.011778, -3.790287, -4.830408], [-2.049898, -3.021731, -2.752262], [1.354628, -5.233163, -2.177046], [0.459470, -4.323329, -1.460496], [-0.507347, -4.696892, -0.553720], [-1.083524, -3.553583, -0.106940], [-0.484528, -2.480164, -0.735765], [0.448651, -2.996994, -1.539969], [0.765088, -6.036666, -2.610844], [2.089749, -5.638645, -1.485967], [1.850983, -4.679156, -2.969245], [-0.683140, -5.729857, -0.308685], [-1.874401, -3.428269, 0.613535], [1.113396, -2.439207, -2.178962]],
  "forces_ev_per_angstrom": [[-0.45, -0.35, -0.56], [0.03, 0.00, 0.02], [-0.06, 0.00, -0.06], [0.07, -0.02, 0.02], [0.03, 0.01, 0.02], [0.02, 0.01, 0.01], [-0.06, 0.03, 0.01], [0.16, 0.05, -0.05], [0.12, -0.04, -0.13], [0.04, 0.02, -0.01], [-0.11, -0.02, 0.00], [0.15, 0.06, 0.08], [-0.09, 0.07, -0.05], [-0.03, 0.01, 0.05], [-0.05, 0.02, -0.02], [-0.14, -0.05, 0.02], [0.10, 0.07, 0.07], [0.00, 0.03, -0.08], [0.05, -0.02, 0.02], [-0.01, 0.02, 0.06], [-0.02, -0.05, 0.04], [0.01, 0.00, 0.00], [-0.02, 0.02, 0.00], [-0.01, -0.02, -0.02], [0.01, 0.01, 0.00], [-0.02, -0.01, -0.02], [-0.02, -0.01, 0.02], [0.01, 0.00, -0.01], [-0.02, -0.02, 0.02], [-0.02, 0.02, -0.01], [0.01, -0.01, -0.01], [-0.01, 0.05, 0.00], [0.00, 0.00, 0.02], [0.03, 0.00, 0.00], [0.00, -0.02, 0.02], [0.09, 0.03, 0.05], [-0.01, 0.02, 0.00], [0.00, -0.02, -0.03], [0.00, -0.01, 0.01], [0.00, 0.04, -0.02], [0.01, -0.01, 0.00], [-0.03, 0.00, 0.00], [0.01, -0.01, -0.02], [-0.02, 0.00, 0.00], [0.01, 0.01, 0.01], [-0.09, -0.09, -0.20], [-0.07, 0.13, -0.03], [0.04, -0.03, 0.02], [0.01, -0.09, -0.05], [-0.03, -0.03, -0.06], [0.03, 0.15, 0.01], [-0.05, -0.05, 0.04], [-0.21, 0.39, 0.10], [0.02, 0.00, -0.02], [-0.04, -0.11, -0.09], [0.02, 0.00, -0.02], [0.02, 0.01, 0.01], [-0.01, 0.01, -0.04], [0.00, -0.03, 0.06], [0.21, -0.15, -0.04], [-0.04, 0.00, -0.03], [0.01, -0.03, 0.02], [0.04, -0.01, 0.00], [-0.01, -0.04, 0.02], [-0.09, -0.09, 0.01], [0.31, 0.23, 0.49], [-0.26, 0.09, -0.21], [0.08, 0.11, 0.15], [-0.01, 0.03, -0.01], [0.17, -0.01, 0.11], [-0.21, -0.46, -0.50], [0.20, 0.37, 0.61], [-0.08, -0.19, -0.10], [0.02, 0.07, -0.07], [0.01, 0.02, 0.06], [-0.02, -0.04, -0.02], [0.00, -0.03, 0.04], [0.07, 0.08, 0.07], [0.22, -0.03, 0.26], [-0.01, 0.04, -0.14], [0.01, 0.06, 0.03], [-0.01, -0.05, 0.04], [0.02, 0.04, -0.05], [-0.10, -0.06, -0.01], [-0.09, -0.04, -0.04], [-0.03, -0.01, -0.01], [0.01, 0.02, 0.00], [-0.01, 0.01, -0.05], [0.02, -0.01, 0.04], [0.00, 0.00, -0.02], [0.00, 0.01, 0.00], [0.02, 0.01, 0.00], [0.01, -0.04, 0.07], [0.03, -0.01, -0.07], [0.00, 0.00, 0.01], [0.01, 0.00, 0.01], [-0.01, -0.01, 0.01], [0.02, -0.03, 0.00], [0.05, 0.09, 0.04], [0.00, 0.01, 0.00], [-0.02, 0.01, 0.00], [0.02, 0.00, 0.02], [0.05, 0.01, -0.05], [0.00, -0.02, -0.01], [-0.02, 0.00, 0.01], [-0.02, 0.00, 0.02], [-0.04, -0.01, -0.02], [0.00, -0.02, 0.03], [0.00, 0.00, -0.03], [0.01, 0.00, -0.01], [0.01, -0.03, -0.01], [-0.11, 0.05, -0.02], [-0.01, 0.02, -0.02], [-0.13, 0.10, 0.08], [-0.02, -0.05, 0.02], [-0.03, -0.09, 0.07], [0.19, -0.04, -0.05], [0.12, 0.07, 0.07], [0.05, -0.03, -0.01], [0.01, -0.03, -0.04], [0.04, -0.04, 0.00], [-0.03, -0.03, 0.02], [-0.01, 0.01, 0.00], [-0.01, 0.02, -0.01]]
}

No. 2
{
  "formula": "C4H6N2",
  "method": "ωB97M-V/def2-TZVPD",
  "orbital_gap_ha": 0.350,
  "e_above_lowest_kcal_mol": 55.77,
  "homo_energy_ev": -10.31,
  "multiplicity": 1,
  "smiles": "[H]/N=C1\\C=CC=N1.[H][H]",
  "energy_ev": -7223.17254,
  "molar_mass_g_mol": 82.1,
  "e_lumo_ev": -0.8,
  "total_charge": 0,
  "elements": ["H", "N", "C", "C", "C", "C", "N", "H", "H", "H", "H", "H"],
  "xyz": [[2.036852, 2.004578, 0.370958], [1.957648, 0.990469, 0.264540], [0.743032, 0.668560, 0.096856], [-0.487151, 1.517413, 0.033149], [-1.510462, 0.677321, -0.157139], [-0.913674, -0.686054, -0.212350], [0.360386, -0.702150, -0.067447], [-0.502506, 2.597591, 0.130710], [-2.567731, 0.903459, -0.240837], [-1.479112, -1.607354, -0.353741], [1.164968, -2.903943, 0.009599], [1.190869, -3.648440, 0.016761]],
  "forces_ev_per_angstrom": [[-0.01, -0.10, -0.03], [-0.42, 0.04, -0.02], [0.25, 0.09, 0.03], [-0.18, -0.08, -0.02], [0.13, 0.15, 0.07], [0.16, -0.08, 0.05], [-0.29, 0.16, -0.06], [0.01, -0.21, -0.02], [0.21, -0.01, -0.02], [0.12, 0.18, 0.02], [0.01, -0.08, 0.00], [0.02, -0.06, 0.00]]
}